The ion C6H15N2 with charge +1 at a distorted geometry, computed with ωB97M-V with the def2-TZVPD basis set.

XYZ file:
```
23
Properties=species:S:1:pos:R:3
C 2.69 -0.60 1.86
N 1.35 0.06 1.81
C 1.09 0.63 0.44
C 0.03 -0.25 -0.28
C -1.29 -0.52 0.36
C -2.34 0.25 -0.54
C -1.73 0.07 -1.93
N -0.28 0.31 -1.73
H 2.55 -1.64 2.11
H 3.33 -0.45 0.99
H 3.24 -0.14 2.69
H 1.36 0.89 2.41
H 2.09 0.67 -0.02
H 0.68 1.59 0.49
H 0.62 -1.20 -0.44
H -1.15 -0.27 1.43
H -1.49 -1.74 0.26
H -3.38 -0.19 -0.38
H -2.29 1.35 -0.30
H -2.19 0.76 -2.65
H -1.95 -0.93 -2.32
H 0.39 -0.14 -2.47
H -0.08 1.33 -1.75
```

max |F| = 3.857 eV/Å
LUMO level = -3.34 eV
SMILES string = CNC[C@H]1CCC[NH2+]1
orbital gap = 9.615 eV
relative energy (zero: lowest compared OMol25 entry of this formula, charge and spin) = 49.7 kcal/mol
net charge = +1

Here is what natural (NBO) gives for the atomic charges, in e:
1 C -0.433
2 N -0.618
3 C -0.251
4 C -0.036
5 C -0.448
6 C -0.422
7 C -0.251
8 N -0.535
9 H 0.211
10 H 0.185
11 H 0.215
12 H 0.376
13 H 0.206
14 H 0.188
15 H 0.229
16 H 0.280
17 H 0.235
18 H 0.274
19 H 0.217
20 H 0.245
21 H 0.238
22 H 0.462
23 H 0.434